129
Properties=species:S:1:pos:R:3:forces:R:3 method="wB97M-V/def2-TZVPD" mol_weight_g_mol=847.87 spin_multiplicity=2 homo_energy_ev="1.92 / -2.16" charge=-2 energy_ha=-5029.33221 orbital_gap_ev="2.207 / 6.258" s2=0.752
As -0.291182 0.032145 0.391274 0.0 0.1 -0.8
F -1.889609 -0.212217 1.140364 -2.1 -0.4 1.4
F 0.585051 -0.170104 1.956212 0.6 -0.4 1.7
F 1.290289 0.240285 -0.412916 1.0 -0.2 -0.9
F -1.210160 0.229915 -1.174378 -0.4 0.2 -1.4
F -0.351618 1.787554 0.715398 -0.4 1.6 0.4
F -0.129847 -1.773894 0.132284 0.0 -1.8 -0.2
C 5.211690 0.035122 -2.179397 -0.3 0.9 -0.5
C 4.225239 1.210354 -2.050205 -1.1 -0.1 -0.5
C 3.048859 0.899024 -3.039348 0.0 0.6 1.2
O 1.910159 1.790428 -2.874099 0.3 -1.3 -1.5
C 0.844860 1.484389 -3.797315 0.0 1.2 0.5
N 3.752261 1.248841 -0.693634 0.5 -0.7 -0.4
H 6.051540 0.064531 -1.485225 0.0 0.4 0.0
H 5.573803 -0.007665 -3.206599 0.2 -0.5 -0.1
H 4.611779 -0.819322 -1.866122 0.2 -0.4 -0.4
H 4.582012 2.212231 -2.289046 0.7 0.0 -0.4
H 2.717649 -0.097336 -2.746689 -0.2 -0.3 -0.4
H 3.423413 0.944713 -4.061956 -0.1 -0.1 -0.4
H 0.420737 0.480328 -3.804990 0.5 -0.3 0.4
H 1.086011 1.786590 -4.816447 0.5 -0.2 -0.3
H 0.023094 2.153329 -3.541720 0.0 -0.1 0.4
H 4.272833 0.510265 -0.242411 -0.1 0.6 0.4
H 2.845597 0.803851 -0.700390 -0.6 0.8 0.4
C -1.996950 -3.826715 2.136718 -0.1 -0.9 -0.2
C -2.864672 -4.040643 0.916784 -0.3 1.6 -0.2
C -3.982683 -5.113073 1.136298 1.8 0.1 0.1
O -3.323799 -6.401380 1.359958 -0.5 -0.2 0.3
C -2.776616 -7.063008 0.229615 -1.0 1.0 -0.6
N -3.393273 -2.716291 0.517768 -1.6 -0.4 -0.3
H -1.120440 -3.219731 1.910025 -0.1 0.0 -0.1
H -1.700124 -4.825641 2.456319 0.2 0.1 0.7
H -2.634046 -3.289997 2.839663 0.2 -0.2 0.5
H -2.254342 -4.349641 0.068192 0.0 -0.3 0.0
H -4.709525 -5.084307 0.324530 0.2 -0.4 -0.4
H -4.554188 -4.944428 2.049009 0.2 0.1 0.2
H -1.946046 -6.493701 -0.187679 0.0 -0.1 -0.1
H -3.586049 -7.145545 -0.495721 0.0 0.2 -0.6
H -2.479814 -8.104074 0.356809 0.1 0.2 1.0
H -2.774033 -1.923880 0.611120 1.4 -0.2 -0.5
H -4.042781 -2.372298 1.210524 -0.8 -0.5 0.4
C 0.768820 4.791425 -2.219851 -2.0 0.7 -0.4
C 1.216209 4.741385 -0.764580 1.3 -1.3 -0.6
C 0.205400 5.369446 0.211982 1.1 -1.1 -0.8
O 0.771472 5.402001 1.494685 -0.5 0.4 1.7
C -0.147792 5.896600 2.502469 0.7 0.3 -1.8
N 1.702239 3.334973 -0.531734 -1.4 1.5 -0.2
H 0.209780 5.701802 -2.436133 0.3 0.8 -0.2
H -0.025240 4.084829 -2.461277 0.0 -0.6 0.5
H 1.503212 4.624351 -3.007794 0.5 0.1 0.5
H 2.148229 5.306499 -0.755846 0.0 0.7 0.5
H -0.696444 4.757286 0.206220 -0.4 0.1 0.0
H 0.047330 6.373734 -0.181130 -0.5 0.4 0.1
H 0.305866 6.027487 3.484896 0.3 -0.7 -0.1
H -1.049367 5.284228 2.518654 -0.1 -0.1 0.2
H -0.384177 6.914965 2.193977 -0.6 0.3 0.0
H 0.906166 2.796753 -0.220777 -0.2 -0.2 1.0
H 1.658834 2.988245 -1.479364 1.0 -0.4 -0.1
C -6.067070 -1.217467 -2.196612 1.7 0.9 0.4
C -6.134363 -0.053216 -3.185528 -0.7 -1.4 -0.7
C -5.533886 -0.453368 -4.602281 -0.7 0.5 1.0
O -4.179941 -0.847692 -4.633261 -1.4 0.5 0.8
C -3.391523 0.085064 -3.924671 2.1 -0.7 0.0
N -7.572318 0.227341 -3.355022 -0.4 0.1 -0.2
H -6.579641 -2.112130 -2.550098 -0.1 0.1 0.1
H -6.441524 -0.820893 -1.252888 -0.5 -0.4 0.1
H -5.031026 -1.438324 -1.939830 0.1 -0.5 -0.2
H -5.806798 0.863947 -2.696031 0.9 -0.1 -0.5
H -5.744891 0.343784 -5.315111 0.2 0.5 0.0
H -6.136056 -1.291049 -4.954104 0.0 -0.3 0.1
H -2.442638 -0.448136 -3.866245 0.4 0.5 0.0
H -3.576525 0.292297 -2.870656 -0.8 -0.2 0.0
H -3.246811 1.021586 -4.463254 -0.2 0.1 -0.2
H -8.027173 -0.665090 -3.484504 -0.2 -0.4 -0.7
H -7.856480 0.371321 -2.396580 -0.3 0.7 0.3
C 0.648099 -4.844927 -0.485141 -0.8 0.9 0.4
C 1.162204 -4.150486 -1.733544 0.5 -0.1 -1.1
C 0.026054 -3.658327 -2.677170 0.2 -0.6 1.3
O 0.557393 -3.040125 -3.836784 -0.4 -0.7 -0.7
C -0.443844 -2.806712 -4.839130 0.7 0.3 0.7
N 2.093304 -3.067175 -1.380343 -0.4 -0.2 0.4
H 1.419411 -5.284552 0.147238 0.3 0.2 -0.2
H -0.059751 -5.644585 -0.703303 -0.1 0.0 -0.3
H 0.139465 -4.062786 0.078460 -0.2 -0.2 0.4
H 1.688850 -4.971767 -2.219592 0.4 0.3 -0.8
H -0.636638 -3.003770 -2.111046 0.1 0.6 0.0
H -0.596355 -4.528626 -2.885258 -0.1 -0.3 -0.7
H 0.040903 -2.521709 -5.772878 0.3 0.3 0.2
H -1.077468 -2.003210 -4.463604 -0.3 0.0 -0.3
H -1.024125 -3.689209 -5.108499 -0.2 -0.3 0.5
H 1.514881 -2.477710 -0.798924 -0.1 0.3 1.0
H 2.203966 -2.397773 -2.128517 0.2 -0.4 -0.9
C 1.723855 2.022224 4.100520 -0.4 0.5 1.2
C 2.168066 2.772511 2.884412 -0.6 0.2 -0.9
C 3.081105 3.953418 3.218572 0.3 -1.5 -2.7
O 3.329917 4.575951 1.905464 0.7 1.9 2.0
C 3.821192 5.901936 2.141927 -1.0 -0.1 0.0
N 2.806785 1.841900 1.963448 0.7 0.4 1.2
H 1.028223 2.643228 4.664921 -0.5 -0.1 0.2
H 2.532378 1.830361 4.805918 0.5 -0.1 0.0
H 1.287982 1.049458 3.872797 -0.2 0.3 -0.1
H 1.322390 3.157973 2.314904 -0.3 0.3 0.4
H 4.045002 3.517121 3.480577 0.3 0.1 0.6
H 2.693753 4.571444 4.028569 -0.1 0.5 -0.3
H 4.711185 5.977417 2.766679 0.5 -0.4 0.0
H 3.078354 6.512059 2.655788 -0.5 -0.1 0.5
H 3.958045 6.517388 1.252780 0.3 -0.8 -0.6
H 2.139494 1.084586 1.927390 -0.4 -0.2 -0.8
H 3.455416 1.438007 2.623950 0.7 -0.2 -0.7
C 4.110583 -1.088956 3.020060 0.5 -0.8 0.7
C 4.895114 -1.526250 1.764941 0.8 0.4 0.7
O 5.066517 -0.366494 0.984393 0.2 -0.9 -0.6
O 4.427499 0.223067 3.451058 0.3 0.4 0.2
H 4.322478 -1.637663 3.937736 -0.1 -1.2 -0.4
H 3.041356 -1.148531 2.816811 0.0 0.4 0.0
H 4.462750 -2.372298 1.230748 -0.8 0.6 -0.3
H 5.909189 -1.898983 1.909194 0.3 -0.2 1.0
H 5.678041 0.215906 1.440957 -0.3 0.2 -0.1
H 5.373501 0.356952 3.544551 0.1 -0.3 0.1
C -2.350234 -0.752513 4.441077 0.6 0.0 -0.9
C -1.589232 0.567273 4.498850 -0.7 0.0 0.3
O -0.796409 0.624896 5.679569 0.4 -0.2 0.7
O -3.442503 -0.822800 5.338662 -0.5 0.2 0.3
H -1.744743 -1.637135 4.638353 0.7 0.2 -0.1
H -2.688125 -0.882566 3.412966 -0.4 0.1 0.1
H -2.309452 1.372866 4.641709 -0.5 -0.1 -0.6
H -1.015350 0.786331 3.598429 0.2 -0.4 0.0
H -0.982548 1.473471 6.088066 0.3 -0.1 0.0
H -3.044877 -0.873090 6.210992 -0.1 0.1 0.1